# 1
This record from the Open Molecules 2025 dataset describes a molecular structure, C16H32AlB2O8 in a non-equilibrium geometry. The level of theory is the ωB97M-V functional and the def2-TZVPD basis.

XYZ file:
```
59
C16H32AlB2O8 the ωB97M-V functional and the def2-TZVPD basis
Al -3.24 1.30 2.28
B 0.88 4.34 4.32
H 1.06 3.27 4.29
H 1.45 4.69 5.17
H 1.30 4.91 3.52
H -0.18 4.52 4.43
B -5.08 1.00 -2.45
H -4.77 0.14 -1.89
H -4.36 1.77 -2.23
H -5.08 0.90 -3.53
H -6.01 1.40 -2.07
O 1.47 -1.98 4.58
C 2.21 -2.60 5.37
O 2.47 -3.90 5.23
C 3.43 -4.35 6.19
C 3.50 -3.12 7.18
C 2.90 -1.94 6.50
H 4.43 -4.47 5.78
H 3.37 -5.33 6.66
H 4.48 -2.76 7.49
H 3.11 -3.29 8.18
H 3.58 -1.14 6.22
H 2.19 -1.35 7.08
O 0.79 -0.29 -2.61
C 1.42 -0.59 -3.61
O 1.92 -1.84 -3.93
C 2.44 -1.94 -5.32
C 2.66 -0.50 -5.82
C 1.85 0.30 -4.78
H 1.75 -2.50 -5.95
H 3.43 -2.36 -5.49
H 2.34 -0.32 -6.84
H 3.69 -0.13 -5.78
H 0.94 0.77 -5.16
H 2.50 1.11 -4.43
O -1.28 6.41 -1.08
C -0.64 7.30 -1.62
O 0.00 7.14 -2.81
C 0.69 8.25 -3.26
C 0.03 9.46 -2.57
C -0.36 8.78 -1.18
H 0.60 8.33 -4.35
H 1.75 8.26 -3.01
H -0.80 9.83 -3.16
H 0.70 10.31 -2.37
H -1.28 9.19 -0.77
H 0.45 8.67 -0.46
O -3.46 -4.84 0.86
C -3.31 -5.85 0.25
O -4.26 -6.21 -0.60
C -4.21 -7.56 -0.86
C -2.83 -8.03 -0.55
C -2.25 -6.86 0.49
H -4.70 -7.89 -1.78
H -4.80 -7.93 -0.02
H -2.38 -8.10 -1.55
H -2.75 -8.94 0.03
H -1.29 -6.42 0.22
H -2.46 -7.04 1.55
```

Calculated values
**LUMO**: -0.3685 Eh
**DFT total energy**: -1522.01159 hartree
**Relative energy (zero: lowest compared OMol25 entry of this formula, charge and spin)**: 11.8467 eV
**Total charge**: +1
**2S+1**: 1
**HOMO-LUMO gap**: 1.51 eV

***

# 2
This record from the Open Molecules 2025 dataset describes a molecular structure, C16H32AsO7SSi3V. The level of theory is the ωB97M-V functional and the def2-TZVPD basis.

XYZ file:
```
61
C16H32AsO7SSi3V the ωB97M-V functional and the def2-TZVPD basis
V 0.27 0.41 -0.25
C 0.99 1.04 -3.25
O 0.32 0.30 -2.18
Si -0.38 -1.27 -2.25
C 0.88 -2.40 -2.97
C -1.96 -1.33 -3.18
C -0.54 -1.19 -0.30
Si 0.57 -2.66 0.49
C 0.33 -2.66 2.33
C 2.35 -2.26 0.05
C -0.06 -4.26 -0.25
Si -2.39 -0.96 0.50
C -3.08 -2.67 0.39
C -2.19 -0.38 2.26
C -3.40 0.27 -0.48
H 0.26 1.69 -3.71
H 1.39 0.31 -3.96
H 1.79 1.63 -2.82
H 0.71 -2.45 -4.05
H 0.81 -3.42 -2.60
H 1.90 -2.06 -2.81
H -1.75 -1.01 -4.21
H -2.77 -0.71 -2.78
H -2.30 -2.37 -3.22
H 0.51 -1.70 2.79
H 1.07 -3.37 2.73
H -0.65 -3.03 2.62
H 2.49 -1.46 -0.68
H 2.83 -3.15 -0.36
H 2.89 -1.98 0.96
H -0.61 -4.82 0.50
H 0.79 -4.88 -0.56
H -0.72 -4.14 -1.11
H -2.53 -3.40 0.99
H -3.15 -3.04 -0.64
H -4.10 -2.63 0.78
H -1.86 -1.18 2.93
H -3.17 -0.06 2.60
H -1.51 0.47 2.37
H -2.86 0.81 -1.25
H -3.81 1.01 0.21
H -4.25 -0.24 -0.95
O -1.54 4.30 0.32
As -0.18 3.40 -0.21
O 0.23 3.47 -1.76
O -0.82 1.69 0.03
C 1.09 3.69 1.20
C 0.96 4.93 1.81
C 1.91 5.35 2.74
C 2.99 4.56 3.06
C 3.13 3.31 2.46
C 2.19 2.88 1.53
S 2.43 1.23 0.97
O 3.66 0.72 1.42
O 1.18 0.45 1.43
O 2.15 1.14 -0.51
H -2.08 4.65 -0.41
H 0.13 5.57 1.57
H 1.79 6.32 3.21
H 3.73 4.89 3.77
H 3.96 2.67 2.71
```

Calculated values
**LUMO**: -0.3107 Eh
**DFT total energy**: -5601.56245 hartree
**Total charge**: +2
**2S+1**: 1
**HOMO-LUMO gap**: 7.74 eV

***

# 3
This record from the Open Molecules 2025 dataset describes 8 unconnected molecules or ions with the total composition C16H32Br16 in a non-equilibrium geometry. The level of theory is the ωB97M-V functional and the def2-TZVPD basis.

XYZ file:
```
64
C16H32Br16 the ωB97M-V functional and the def2-TZVPD basis
Br 5.92 3.68 -3.49
C 7.56 4.10 -4.48
C 8.24 5.43 -3.97
Br 7.57 6.99 -4.94
H 7.51 3.90 -5.55
H 8.12 3.23 -4.13
H 9.33 5.41 -3.95
H 8.15 5.56 -2.89
Br -4.82 1.60 2.46
C -5.53 0.41 3.82
C -4.52 0.27 4.92
Br -5.34 -0.77 6.39
H -5.81 -0.58 3.44
H -6.43 0.92 4.17
H -4.21 1.27 5.23
H -3.64 -0.26 4.55
Br 1.02 -2.40 4.82
C 0.53 -4.04 5.78
C -0.91 -4.30 5.98
Br -1.85 -4.45 4.26
H 1.09 -4.01 6.72
H 0.91 -4.87 5.19
H -1.39 -3.59 6.65
H -0.99 -5.28 6.46
Br -6.64 3.34 -7.24
C -4.79 3.22 -6.69
C -4.72 2.87 -5.25
Br -2.88 2.16 -4.89
H -4.37 4.20 -6.92
H -4.32 2.44 -7.29
H -5.35 2.01 -5.01
H -4.79 3.72 -4.57
Br -4.12 -3.34 -0.78
C -3.52 -5.19 -1.22
C -4.23 -5.54 -2.48
Br -6.23 -5.67 -2.22
H -3.76 -5.83 -0.37
H -2.44 -5.09 -1.32
H -3.83 -6.51 -2.76
H -4.00 -4.78 -3.23
Br 0.96 -1.74 -1.32
C 1.52 -0.09 -0.38
C 0.38 0.72 0.27
Br 0.66 2.57 0.91
H 2.11 0.55 -1.03
H 2.21 -0.55 0.34
H -0.09 0.11 1.05
H -0.34 0.95 -0.51
Br 5.15 -4.70 2.09
C 6.38 -6.20 2.51
C 6.12 -6.85 3.86
Br 7.39 -8.38 4.14
H 7.40 -5.84 2.45
H 6.20 -6.98 1.77
H 5.17 -7.37 4.01
H 6.16 -6.14 4.69
Br -3.16 6.80 -1.18
C -1.40 7.23 -1.86
C -0.54 7.72 -0.71
Br 1.21 8.45 -1.28
H -1.50 7.83 -2.77
H -1.12 6.22 -2.15
H -0.37 6.97 0.06
H -1.06 8.49 -0.14
```

Calculated values
**LUMO**: 0.0069 Eh
**DFT total energy**: -41813.00877 hartree
**Relative energy (zero: lowest compared OMol25 entry of this formula, charge and spin)**: 2.8565 eV
**Total charge**: 0
**2S+1**: 1
**HOMO-LUMO gap**: 10.10 eV

***

# 4
This record from the Open Molecules 2025 dataset describes 5 unconnected molecules or ions with the total composition C16H32Br4O6S3 in a non-equilibrium geometry. The level of theory is the ωB97M-V functional and the def2-TZVPD basis.

XYZ file:
```
61
C16H32Br4O6S3 the ωB97M-V functional and the def2-TZVPD basis
O 4.11 7.89 4.61
S 3.61 6.52 4.34
O 4.04 5.50 5.21
C 1.76 6.57 4.27
C 1.32 6.89 2.80
C 2.46 6.84 1.74
C 3.70 6.08 2.48
H 1.44 7.24 5.06
H 1.41 5.56 4.50
H 0.58 6.11 2.69
H 0.82 7.86 2.87
H 2.69 7.90 1.62
H 2.12 6.52 0.76
H 4.74 6.25 2.21
H 3.39 5.04 2.56
O -4.71 0.43 -9.77
S -3.95 -0.44 -8.88
O -4.64 -1.54 -8.10
C -2.45 -1.32 -9.60
C -1.18 -1.03 -8.92
C -1.39 0.22 -8.23
C -2.78 0.43 -7.64
H -2.41 -1.09 -10.67
H -2.63 -2.39 -9.64
H -0.95 -1.84 -8.23
H -0.29 -1.10 -9.55
H -1.00 1.06 -8.81
H -0.63 0.20 -7.45
H -3.02 1.48 -7.45
H -2.91 -0.19 -6.75
O -2.63 1.43 1.95
S -1.77 0.26 1.81
O -0.98 -0.09 2.96
C -2.90 -1.10 1.31
C -2.82 -1.27 -0.19
C -1.31 -1.14 -0.38
C -0.79 0.14 0.25
H -3.87 -0.91 1.78
H -2.52 -1.99 1.81
H -2.99 -2.19 -0.74
H -3.21 -0.42 -0.75
H -1.20 -0.98 -1.46
H -0.79 -2.04 -0.04
H -1.15 0.98 -0.34
H 0.24 0.34 0.57
Br -2.45 -3.41 8.09
C -1.42 -2.94 9.75
C 0.03 -2.48 9.39
Br 1.49 -2.13 10.71
H -1.37 -3.77 10.47
H -2.18 -2.28 10.16
H -0.04 -1.47 9.00
H 0.55 -3.07 8.63
Br 2.78 -7.90 1.67
C 3.62 -7.03 0.08
C 4.02 -7.99 -1.04
Br 5.68 -8.94 -0.41
H 4.51 -6.50 0.41
H 2.74 -6.50 -0.26
H 4.30 -7.60 -2.02
H 3.17 -8.65 -1.20
```

Calculated values
**LUMO**: 0.0019 Eh
**DFT total energy**: -12570.72057 hartree
**Relative energy (zero: lowest compared OMol25 entry of this formula, charge and spin)**: 4.4852 eV
**Total charge**: 0
**2S+1**: 1
**HOMO-LUMO gap**: 10.23 eV

***

# 5
This record from the Open Molecules 2025 dataset describes a gas-phase ion, C16H32BrFNO2S (charge +1). The level of theory is the ωB97M-V functional and the def2-TZVPD basis.

XYZ file:
```
54
C16H32BrFNO2S the ωB97M-V functional and the def2-TZVPD basis
C 2.44 -2.96 2.46
C 1.22 -3.87 2.36
S 0.39 -3.80 0.74
C -1.07 -2.78 1.08
C -1.17 -1.56 0.16
C -0.77 -1.79 -1.29
O -1.32 -0.80 -2.15
C -1.62 0.45 -1.61
O -0.53 1.16 -1.11
C 0.53 1.42 -2.05
C 1.87 0.85 -1.58
C 2.71 0.48 -2.80
C 2.66 1.82 -0.68
C 1.92 2.51 0.47
C 2.84 3.55 1.13
C 1.40 1.48 1.51
C -2.61 0.38 -0.42
C -4.00 0.91 -0.74
C -4.95 1.00 0.46
F -5.85 -0.06 0.45
N -2.61 -1.04 0.14
Br -3.80 -2.25 -0.72
H 3.22 -3.28 1.78
H 2.18 -1.92 2.23
H 2.84 -2.99 3.48
H 1.50 -4.91 2.50
H 0.48 -3.64 3.13
H -1.03 -2.45 2.12
H -1.96 -3.40 0.96
H -0.61 -0.72 0.58
H -1.15 -2.75 -1.64
H 0.31 -1.81 -1.35
H -2.09 0.99 -2.44
H 0.60 2.51 -2.15
H 0.25 1.02 -3.03
H 1.67 -0.06 -1.01
H 3.71 0.19 -2.51
H 2.80 1.34 -3.48
H 2.26 -0.34 -3.37
H 3.12 2.58 -1.32
H 3.49 1.25 -0.24
H 1.05 3.04 0.08
H 3.67 3.83 0.47
H 3.29 3.17 2.05
H 2.30 4.46 1.38
H 0.34 1.28 1.38
H 1.54 1.84 2.53
H 1.94 0.53 1.42
H -2.18 0.97 0.39
H -3.84 1.91 -1.14
H -4.47 0.33 -1.53
H -4.42 0.96 1.42
H -5.52 1.93 0.44
H -2.95 -0.99 1.10
```

Calculated values
**LUMO**: -0.1628 Eh
**DFT total energy**: -3905.85269 hartree
**Total charge**: +1
**2S+1**: 1
**HOMO-LUMO gap**: 7.48 eV

***

# 6
This record from the Open Molecules 2025 dataset describes 8 unconnected molecules or ions with the total composition C16H32Cl16 in a non-equilibrium geometry. The level of theory is the ωB97M-V functional and the def2-TZVPD basis.

XYZ file:
```
64
C16H32Cl16 the ωB97M-V functional and the def2-TZVPD basis
Cl -0.55 5.21 -2.34
C -1.01 4.95 -0.65
C -2.42 5.24 -0.37
Cl -3.61 4.27 -1.26
H -0.41 5.64 -0.05
H -0.73 3.94 -0.38
H -2.61 6.30 -0.55
H -2.57 5.09 0.69
Cl -3.70 -6.20 0.20
C -3.58 -4.46 0.59
C -2.20 -4.16 1.00
Cl -1.99 -2.38 1.00
H -4.29 -4.24 1.38
H -3.84 -3.91 -0.31
H -1.49 -4.55 0.28
H -1.99 -4.52 2.00
Cl 0.24 -5.77 -1.85
C -0.74 -4.52 -2.70
C -0.10 -3.15 -2.53
Cl -1.28 -1.90 -3.06
H -1.75 -4.54 -2.31
H -0.76 -4.81 -3.75
H 0.75 -3.03 -3.20
H 0.14 -2.95 -1.50
Cl 1.40 1.27 -1.14
C 0.69 1.00 0.50
C 0.77 -0.42 0.89
Cl 2.44 -1.01 1.08
H -0.32 1.38 0.44
H 1.23 1.67 1.18
H 0.30 -1.08 0.17
H 0.23 -0.65 1.81
Cl 4.40 -5.11 -1.94
C 4.93 -3.42 -2.27
C 4.11 -2.49 -1.44
Cl 4.72 -0.81 -1.57
H 4.75 -3.25 -3.34
H 5.99 -3.30 -2.09
H 4.21 -2.78 -0.40
H 3.06 -2.50 -1.69
Cl 4.50 0.29 6.40
C 3.60 1.34 5.27
C 3.06 0.57 4.06
Cl 1.65 -0.46 4.49
H 4.26 2.14 4.94
H 2.78 1.81 5.82
H 3.84 -0.04 3.63
H 2.71 1.28 3.32
Cl -4.60 2.20 -5.30
C -3.13 2.97 -4.64
C -1.88 2.34 -5.17
Cl -1.75 2.47 -6.95
H -3.24 2.94 -3.56
H -3.18 4.01 -4.94
H -1.73 1.32 -4.84
H -1.04 2.91 -4.77
Cl -1.84 0.84 2.73
C -1.56 1.73 4.24
C -0.47 2.72 4.00
Cl -0.86 3.80 2.63
H -1.20 1.00 4.97
H -2.49 2.18 4.55
H 0.45 2.20 3.75
H -0.31 3.38 4.84
```

Calculated values
**LUMO**: 0.0053 Eh
**DFT total energy**: -7991.94285 hartree
**Relative energy (zero: lowest compared OMol25 entry of this formula, charge and spin)**: 0.4406 eV
**Total charge**: 0
**2S+1**: 1
**HOMO-LUMO gap**: 10.50 eV

***

# 7
This record from the Open Molecules 2025 dataset describes a molecular structure, C16H32F12O12Zr in a non-equilibrium geometry. The level of theory is the ωB97M-V functional and the def2-TZVPD basis.

XYZ file:
```
73
C16H32F12O12Zr the ωB97M-V functional and the def2-TZVPD basis
Zr -15.09 -14.07 -9.74
C -16.14 -16.27 -7.01
O -15.86 -17.52 -7.59
O -15.77 -15.35 -8.07
C -17.49 -16.07 -6.23
F -18.45 -16.76 -6.81
F -17.43 -16.51 -5.03
F -17.89 -14.78 -6.23
C -15.96 -18.72 -6.90
C -15.56 -19.84 -7.79
H -16.18 -19.76 -8.69
H -14.50 -19.80 -8.04
H -15.74 -20.71 -7.16
H -16.99 -18.87 -6.60
H -15.34 -18.70 -6.00
H -15.38 -16.17 -6.23
C -13.85 -16.50 -12.20
O -15.00 -16.11 -12.97
O -14.01 -15.59 -11.10
C -13.72 -18.01 -11.91
F -14.93 -18.45 -11.43
F -13.47 -18.76 -13.04
F -12.77 -18.23 -11.02
C -15.39 -16.86 -14.09
C -16.38 -16.07 -14.99
H -17.19 -15.50 -14.54
H -15.84 -15.22 -15.41
H -16.69 -16.74 -15.79
H -15.86 -17.82 -13.86
H -14.51 -17.17 -14.66
H -12.95 -16.22 -12.75
C -15.76 -11.76 -12.48
O -14.43 -11.92 -12.86
O -15.81 -12.62 -11.39
C -15.94 -10.16 -12.32
F -15.97 -9.58 -13.50
F -17.10 -9.85 -11.70
F -14.91 -9.59 -11.65
C -14.12 -12.39 -14.17
C -12.58 -12.51 -14.13
H -12.08 -12.57 -15.10
H -12.08 -11.68 -13.63
H -12.25 -13.38 -13.57
H -14.48 -11.77 -15.00
H -14.42 -13.41 -14.39
H -16.42 -12.19 -13.23
C -14.93 -11.79 -6.97
O -14.50 -12.91 -6.29
O -14.98 -12.31 -8.31
C -16.16 -11.08 -6.27
F -16.58 -11.79 -5.22
F -15.97 -9.79 -5.94
F -17.17 -11.15 -7.06
C -13.87 -12.72 -4.97
C -13.51 -14.13 -4.45
H -12.78 -14.15 -3.64
H -14.40 -14.71 -4.19
H -12.94 -14.66 -5.21
H -14.35 -12.13 -4.19
H -12.94 -12.18 -5.18
H -14.06 -11.13 -6.93
O -13.26 -12.83 -10.48
H -12.33 -12.70 -10.28
H -13.43 -12.25 -11.22
O -16.76 -15.25 -10.75
H -16.51 -16.08 -11.16
H -17.71 -15.30 -10.65
O -17.49 -13.34 -9.06
H -17.82 -12.57 -8.61
H -18.25 -13.93 -9.11
O -13.23 -14.65 -8.59
H -12.42 -15.14 -8.72
H -13.07 -14.12 -7.81
```

Calculated values
**<S²>**: 0.7514
**LUMO (spin up / spin down)**: 0.0922 / 0.0882 Eh
**DFT total energy**: -2777.24323 hartree
**Total charge**: -1
**2S+1**: 2
**HOMO-LUMO gap (spin up / spin down)**: 3.13 / 7.55 eV

***

# 8
This record from the Open Molecules 2025 dataset describes a molecular structure, C16H32HgO8 in a non-equilibrium geometry. The level of theory is the ωB97M-V functional and the def2-TZVPD basis.

XYZ file:
```
57
C16H32HgO8 the ωB97M-V functional and the def2-TZVPD basis
Hg 0.71 1.07 -0.86
C 3.44 -0.37 -3.38
C 2.65 0.93 -3.68
O 2.13 1.54 -2.62
H 4.29 -0.19 -2.70
H 3.96 -0.72 -4.29
H 2.78 -1.12 -2.93
H 1.91 0.63 -4.47
H 3.40 1.58 -4.23
C -0.68 5.32 0.19
C -0.24 3.89 0.50
O 0.32 3.32 -0.59
H -1.44 5.38 -0.59
H 0.21 5.89 -0.11
H -1.03 5.85 1.10
H -1.13 3.30 0.83
H 0.47 3.96 1.36
C 2.46 -0.39 2.26
C 2.69 1.08 1.86
O 2.58 1.31 0.53
H 1.63 -0.78 1.69
H 2.30 -0.55 3.34
H 3.34 -0.98 1.96
H 3.69 1.41 2.23
H 1.94 1.68 2.44
C -3.54 -0.21 -1.87
C -2.23 0.01 -2.67
O -1.20 0.42 -1.91
H -3.52 -1.28 -1.59
H -4.44 -0.11 -2.51
H -3.61 0.39 -0.97
H -2.44 0.75 -3.48
H -1.98 -0.96 -3.18
O -0.50 0.52 1.37
C -1.59 0.30 1.78
O -1.90 -0.84 2.51
C -3.27 -0.79 2.92
C -3.93 0.18 1.94
C -2.82 1.18 1.76
H -3.34 -0.50 3.98
H -3.68 -1.80 2.85
H -4.87 0.55 2.37
H -4.20 -0.39 1.05
H -2.69 1.90 2.58
H -2.85 1.78 0.85
O 1.31 -1.40 -1.05
C 1.24 -2.40 -0.41
O 0.41 -2.56 0.65
C 0.47 -3.90 1.14
C 1.76 -4.54 0.57
C 2.09 -3.65 -0.62
H -0.37 -4.41 0.66
H 0.35 -3.85 2.21
H 1.45 -5.54 0.28
H 2.59 -4.58 1.27
H 1.81 -4.07 -1.59
H 3.09 -3.23 -0.70
```

Calculated values
**LUMO**: 0.1594 Eh
**DFT total energy**: -1383.98823 hartree
**Total charge**: -2
**2S+1**: 1
**HOMO-LUMO gap**: 4.64 eV